Record 1
C4H11NO2 | the ωB97M-V functional and the def2-TZVPD basis

Summary:
orbital gap: 9.832 eV
energy above the lowest of the compared OMol25 structures with the same formula, charge and spin: 0.528 eV
SMILES: CCC(=O)O.CN
lowest unoccupied orbital energy: 0.025 hartree
HOMO level: -9.15 eV

Atoms and positions in Å:
O (0.9139, -1.9925, 0.5120)
N (1.0373, 1.1295, 1.9269)
C (-1.2516, -1.1326, -0.1281)
H (1.1293, 0.1210, 1.7895)
H (0.9970, 1.6572, -0.1103)
H (-2.0818, -1.1576, -2.1250)
H (1.6025, 2.9152, 0.9875)
H (0.0407, 1.3242, 2.0044)
H (-1.7578, -2.0819, 0.0767)
H (-2.9103, -0.0688, -1.0004)
H (2.6173, 1.5127, 0.6039)
C (0.2163, -1.4201, -0.3068)
H (1.7139, -1.1651, -1.3542)
O (0.7642, -0.9330, -1.4321)
H (-1.3454, 0.3929, -1.6844)
C (1.5905, 1.8399, 0.7897)
H (-1.3459, -0.4906, 0.7540)
C (-1.9298, -0.4504, -1.3032)

Record 2
C29H52BrF3MnN5O2S2Si | the ωB97M-V functional and the def2-TZVPD basis

Summary:
orbital gap (alpha / beta): 5.767 / 6.938 eV
energy above the lowest of the compared OMol25 structures with the same formula, charge and spin: 0.000 eV
multiplicity: 5
expectation value of S²: 6.135
lowest unoccupied orbital energy (alpha / beta): -0.259 / -0.216 hartree
total charge: +2
HOMO level (alpha / beta): -12.80 / -12.81 eV

Atoms and positions in Å:
C (0.5928, 4.5461, -3.9338)
H (1.3534, -1.0481, 1.3911)
C (-1.1356, 5.1074, -1.1050)
H (0.0837, 4.1076, 2.6129)
H (-3.9647, 0.9279, -5.4247)
H (-3.6911, 0.9098, -2.4119)
H (2.4646, 4.0857, 1.7880)
C (-1.1219, 4.5113, -5.7427)
H (1.2193, 3.4800, 3.7786)
H (3.3587, 2.1965, 2.8244)
H (-4.4237, 4.3131, -1.7282)
Br (-0.9645, 1.6860, -1.8532)
H (2.8075, 0.0183, 2.7487)
H (-0.7336, 2.0439, 3.7562)
N (1.7314, -0.1780, 1.0088)
H (-1.3287, -0.9472, 2.1924)
F (2.2725, 0.2077, -3.0780)
C (2.0652, 0.6389, 2.2411)
H (-0.3180, 4.7555, -6.4422)
H (-5.2590, 2.9844, -5.0664)
H (-1.1838, 0.8326, 1.6130)
H (-1.4348, 5.9448, -0.4698)
O (-1.7006, -1.3881, 2.9699)
C (0.8914, 0.7855, 3.2021)
H (-3.0440, -3.0018, 4.4136)
C (-3.4733, 2.4375, -3.9804)
C (-2.2957, 4.7660, -2.0461)
C (-2.0104, -2.9947, 1.1847)
C (-0.4529, -2.1011, -3.0428)
N (1.1794, 3.1782, 0.4125)
C (-4.2801, 1.6689, -2.9292)
H (0.8019, 4.0969, 0.1724)
H (-3.4749, 5.8795, -3.5402)
C (-1.2548, -2.2147, 0.2052)
H (0.3574, 2.5305, 0.4882)
C (2.2129, 0.0103, -1.7698)
H (-5.0918, 1.1497, -3.4451)
C (-3.2561, -5.0094, 1.6774)
C (-0.0382, 1.9595, 2.9165)
H (0.2621, 5.5171, -3.5732)
H (0.3361, -0.1509, 3.2894)
C (-3.5050, 4.4354, -1.1615)
Mn (0.4068, -0.2403, -0.7045)
H (-2.6301, 1.9380, -5.9464)
H (-1.5781, 5.4530, -5.4425)
C (0.1215, 2.4438, -5.1387)
C (-0.5266, 3.7098, -4.5635)
H (-3.9232, 4.0666, -5.4103)
H (-4.8070, 4.1934, -3.8854)
H (-0.2304, 5.4113, -1.6291)
H (0.9505, 2.7451, -5.7836)
H (-1.7961, 6.4148, -3.4316)
H (-4.7391, 2.3158, -2.1857)
N (-0.9626, -2.7001, -0.9529)
H (-3.6684, 5.2634, -0.4670)
H (-0.5644, 1.8595, -5.7474)
C (1.8482, 3.1868, 1.7672)
H (3.4673, 1.8816, 1.1227)
H (-1.6435, -4.0136, -5.7600)
C (-3.0674, 1.4480, -5.0789)
H (-1.8430, -1.5853, -5.6649)
Si (-1.9308, 3.3555, -3.3008)
C (-2.9110, -3.3592, 3.4022)
H (-3.3489, 3.5299, -0.5692)
H (2.6326, -0.4548, 0.6189)
C (-4.4041, 3.4956, -4.6162)
H (-2.3634, 0.6978, -4.7100)
F (2.9612, 1.0467, -1.2386)
H (-3.9713, -5.1811, 3.6982)
C (-2.2005, -2.5682, 2.5070)
C (-3.4276, -4.5697, 2.9909)
H (0.5263, 1.7908, -4.3628)
C (2.7534, 1.9703, 1.9433)
C (-2.5545, -4.2281, 0.7908)
O (-0.8381, -0.9836, 0.5314)
H (-3.6701, -5.9548, 1.3588)
H (1.3625, 4.7287, -4.6876)
S (-1.2727, -3.5638, -3.4578)
H (-1.5212, 2.4048, 1.5616)
H (-0.3343, -1.8529, -6.5682)
H (-2.4054, -4.5548, -0.2287)
H (1.8044, 2.8751, -0.3380)
H (0.0926, -3.9547, -5.4005)
N (-0.7478, 1.7488, 1.6376)
F (2.8767, -1.1341, -1.4738)
H (1.0753, 4.0081, -3.1098)
H (-0.9111, 4.2645, -0.4455)
C (0.7493, 3.2640, 2.8172)
C (-0.8408, -2.0106, -5.6170)
H (-2.9409, 6.8275, -2.1679)
C (-2.6398, 6.0351, -2.8583)
H (-1.8574, 3.9334, -6.2989)
S (0.1288, -1.1379, -4.3577)
H (1.3217, 0.9479, 4.1940)
N (-0.3275, -1.7618, -1.7818)
C (-0.8668, -3.4708, -5.2225)

Record 3
C5H15N2O | the ωB97M-V functional and the def2-TZVPD basis

Summary:
orbital gap: 9.433 eV
energy above the lowest of the compared OMol25 structures with the same formula, charge and spin: 2.699 eV
SMILES: CN[C@](C)(O)C[NH2+]C
lowest unoccupied orbital energy: -0.111 hartree
total charge: +1
HOMO level: -12.45 eV

Atoms and positions in Å:
H (1.6184, -0.4496, -1.2796)
H (0.5874, -1.2355, 0.9355)
H (-2.0852, -1.8103, -1.1968)
N (-1.8008, -0.5022, 0.5014)
N (1.8505, -0.0232, -0.3802)
H (3.8605, -0.2106, -0.9646)
H (3.4787, -1.5240, 0.3034)
H (-2.4302, -0.0260, 1.1299)
O (-0.4123, 0.2060, -1.3210)
C (-2.6662, -1.3867, -0.3948)
H (0.9302, 0.4224, 1.4797)
H (1.8113, 0.8519, -0.7234)
C (-0.9964, 1.7851, 0.5967)
H (-0.2890, 2.4489, 0.1192)
C (-0.7123, 0.3093, 0.0754)
H (3.6074, 0.2042, 0.7925)
H (-3.4329, -0.7425, -0.9812)
H (-1.0953, 0.5093, -1.8973)
H (-3.0553, -2.0495, 0.2684)
C (0.7466, -0.2458, 0.6837)
H (-2.0544, 2.0922, 0.5808)
H (-0.7441, 1.7700, 1.6681)
C (3.2833, -0.3933, 0.0041)

Q: Among the records above, which one has the highest energy above the lowest of the compared OMol25 structures with the same formula, charge and spin?
A: C5H15N2O